46
Properties=species:S:1:pos:R:3 method="wB97M-V/def2-TZVPD" e_homo_ev=-10.264 total_charge=+1 max_force_ha_per_bohr=0.0771
Sr 10.126 11.088 6.333
N 12.879 10.765 6.253
C 13.302 10.840 4.836
C 13.231 9.370 4.253
C 11.856 8.886 3.892
N 10.942 8.788 5.087
H 12.829 11.694 6.616
H 13.521 10.187 6.823
H 14.342 11.115 4.659
H 12.676 11.513 4.357
H 13.759 8.770 5.014
H 13.780 9.260 3.325
H 11.765 7.904 3.454
H 11.449 9.622 3.240
H 11.390 8.111 5.763
H 10.145 8.351 4.666
Cl 10.960 18.585 4.290
C 11.065 16.941 4.931
C 12.332 16.407 5.139
C 12.361 15.134 5.570
Cl 13.864 14.522 5.990
C 11.226 14.264 5.732
O 11.272 13.094 6.155
C 9.993 14.862 5.188
C 8.814 14.051 5.104
O 8.648 12.915 5.486
C 9.927 16.230 4.800
H 13.321 16.911 4.948
H 7.956 14.683 4.698
H 8.930 16.642 4.561
C 6.939 7.265 5.549
C 6.101 8.402 5.098
S 6.470 9.907 6.075
O 7.972 10.011 6.227
C 6.047 11.073 4.721
C 4.535 11.275 4.413
H 6.571 6.330 5.079
H 6.919 7.110 6.565
H 7.967 7.475 5.409
H 5.095 8.162 5.262
H 6.278 8.623 4.070
H 6.784 10.716 3.930
H 6.473 11.996 5.107
H 3.948 10.389 4.641
H 4.524 11.469 3.391
H 4.155 12.138 4.965

---

43
Properties=species:S:1:pos:R:3 method="wB97M-V/def2-TZVPD" e_homo_ev=-8.499 max_force_ha_per_bohr=0.0065
Zn -2.239 1.021 -1.934
C 1.344 1.631 -0.879
Sb 0.701 -0.029 -2.070
C 2.674 -0.388 -2.828
C 0.863 -1.612 -0.562
C 1.697 -1.267 0.635
C 3.014 -1.746 0.653
C 3.890 -1.475 1.688
C 3.452 -0.708 2.760
C 2.155 -0.226 2.755
C 1.260 -0.472 1.708
C -0.092 0.223 1.851
Sb -1.842 -0.179 0.655
C -2.402 -1.974 1.649
C -3.091 1.178 1.741
H 2.073 1.297 -0.139
H 0.500 2.113 -0.384
H 1.801 2.352 -1.556
H 3.365 -0.370 -1.983
H 2.944 0.394 -3.538
H 2.722 -1.356 -3.328
H 1.323 -2.438 -1.106
H -0.144 -1.944 -0.311
H 3.347 -2.363 -0.175
H 4.899 -1.869 1.665
H 4.112 -0.487 3.589
H 1.815 0.380 3.589
H 0.055 1.302 1.742
H -0.444 0.074 2.874
H -2.350 -1.796 2.724
H -1.719 -2.777 1.376
H -3.415 -2.244 1.356
H -3.008 1.013 2.817
H -4.129 1.042 1.434
H -2.787 2.200 1.508
Cl -4.132 -1.561 -1.544
C -3.843 -0.040 -2.511
H -4.744 0.558 -2.379
H -3.820 -0.360 -3.549
F -2.531 3.483 -3.087
C -1.548 2.900 -2.284
F -0.405 2.866 -3.091
H -1.323 3.652 -1.530

---

47
Properties=species:S:1:pos:R:3 method="wB97M-V/def2-TZVPD" multiplicity=8 e_homo_ev="-6.619 / -6.907" max_force_ha_per_bohr=0.0636
C 0.473 2.910 -2.516
C -0.828 2.507 -2.238
C -1.025 1.567 -1.200
C 0.096 1.146 -0.571
C 1.414 1.495 -0.813
C 1.608 2.450 -1.852
C -2.447 1.022 -0.943
C -2.510 -0.490 -0.624
N -2.679 -1.339 -1.786
Eu -0.247 -0.113 1.289
C 2.605 0.785 -0.125
P 2.154 -0.960 0.107
H -1.690 2.817 -2.770
H 2.590 2.713 -2.081
H 0.611 3.627 -3.312
H 2.791 1.239 0.877
H 3.486 0.866 -0.740
H -2.916 1.539 -0.091
H -3.026 1.216 -1.820
H -1.589 -0.886 -0.123
C 3.451 -1.795 1.085
C 2.105 -1.685 -1.565
H -3.344 -0.674 0.069
C -1.538 -1.438 -2.665
C -3.244 -2.624 -1.451
H 0.150 -1.483 2.825
H -1.807 -2.034 -3.545
H -1.202 -0.440 -2.997
H -0.667 -1.941 -2.183
H -3.484 -3.180 -2.367
H -2.554 -3.252 -0.842
H -4.167 -2.481 -0.866
H 3.120 -1.630 -1.962
H 1.749 -2.722 -1.480
H 1.400 -1.115 -2.182
H 4.372 -1.684 0.506
H 3.496 -1.302 2.070
H 3.144 -2.846 1.200
H -0.282 -1.901 2.391
F -0.188 0.529 5.993
C -0.023 1.783 5.427
F -1.000 2.588 5.820
F 1.220 2.320 5.791
S 0.071 1.476 3.325
O 1.125 0.585 3.812
O -1.347 0.877 3.146
O 0.576 1.958 1.977

---

42
Properties=species:S:1:pos:R:3 method="wB97M-V/def2-TZVPD" e_homo_ev=-15.610 total_charge=+2 max_force_ha_per_bohr=0.1074
C 2.776 -0.439 2.644
C 2.827 0.681 1.819
C 1.702 1.135 1.106
C 0.490 0.432 1.227
C 0.429 -0.710 2.040
C 1.560 -1.112 2.775
C 1.844 2.365 0.227
C 1.729 2.186 -1.299
N 0.787 1.062 -1.721
Hf -1.095 0.966 -0.359
C -0.825 -1.565 2.049
P -1.672 -1.538 0.416
H 3.733 1.278 1.730
H 1.476 -1.995 3.411
H 3.683 -0.812 3.134
H -1.600 -1.240 2.769
H -0.563 -2.613 2.257
H 1.128 3.141 0.545
H 2.858 2.733 0.410
H 1.364 3.121 -1.766
C -3.196 -2.415 0.825
C -0.674 -2.771 -0.485
H 2.707 1.951 -1.754
C 1.549 -0.191 -1.868
C 0.164 1.315 -3.033
H -2.405 -0.266 -0.717
H 2.326 -0.065 -2.631
H 2.029 -0.474 -0.929
H 0.874 -0.992 -2.169
H 0.906 1.212 -3.831
H -0.642 0.593 -3.187
H -0.277 2.316 -3.086
H -0.914 -3.737 -0.006
H -0.935 -2.790 -1.559
H 0.398 -2.545 -0.344
H -2.894 -3.384 1.260
H -3.770 -1.841 1.572
H -3.825 -2.596 -0.067
H -2.500 0.637 -1.449
S -2.364 3.045 -0.340
C -4.015 2.997 0.034
N -5.175 2.927 0.350

---

45
Properties=species:S:1:pos:R:3 method="wB97M-V/def2-TZVPD" multiplicity=2 e_homo_ev="-17.607 / -17.749" total_charge=+3 max_force_ha_per_bohr=0.1643
I -2.190 0.207 -3.144
I 0.273 0.193 -4.003
V 0.626 -0.230 0.970
P -0.059 -2.248 -0.209
C -0.604 -3.347 1.145
C -1.189 -2.679 -1.555
H -1.379 -3.763 -1.573
H 1.490 -3.960 -0.962
H -0.739 -2.348 -2.499
H 1.868 -2.329 -1.652
H -1.491 -2.931 1.639
H -2.128 -2.131 -1.407
C 1.563 -2.884 -0.756
H -0.829 -4.348 0.755
H 2.311 -2.712 0.027
H 0.200 -3.408 1.887
P 0.071 1.957 0.172
C -0.034 2.954 1.691
C 1.687 2.380 -0.568
H -1.183 2.264 -1.860
H -0.997 3.807 -0.948
H -2.168 2.543 -0.409
C -1.188 2.729 -0.863
H 1.769 1.892 -1.550
H 1.740 3.470 -0.678
H 0.036 4.016 1.424
H 0.762 2.678 2.392
H 2.505 2.032 0.081
H -1.001 2.762 2.173
C -1.137 -0.218 1.664
O -2.117 -0.190 2.319
O 1.530 0.302 2.821
C 1.824 -0.942 3.057
O 2.058 -1.785 2.125
C 1.683 -1.420 4.472
C 1.626 -2.798 4.734
C 1.048 -3.242 5.925
C 0.518 -2.311 6.840
C 0.649 -0.931 6.602
C 1.231 -0.488 5.414
H 2.002 -3.493 3.982
H 1.010 -4.317 6.111
H 0.007 -2.653 7.744
H 0.317 -0.173 7.319
H 1.306 0.578 5.183

---

48
Properties=species:S:1:pos:R:3 method="wB97M-V/def2-TZVPD" e_homo_ev=-15.728 total_charge=+2 max_force_ha_per_bohr=0.0971
In 2.625 1.133 2.429
C 4.796 1.059 -1.997
C 4.457 -0.237 -1.255
O 3.944 -0.110 0.063
H 5.087 0.765 -3.006
H 5.690 1.501 -1.556
H 3.956 1.745 -1.898
H 5.325 -0.887 -1.360
H 3.743 -0.761 -1.891
C -3.015 4.076 -0.256
C -1.503 4.272 -0.351
C -1.017 5.716 -0.139
O 0.096 5.507 0.717
C 0.168 4.200 1.139
O 1.007 3.566 1.764
O -0.821 3.525 0.627
H -3.611 4.664 -0.954
H -3.355 4.209 0.771
H -3.272 3.034 -0.450
H -1.152 3.816 -1.276
H -1.927 6.168 0.255
H -0.798 6.124 -1.126
C -2.379 -1.786 -1.023
C -1.306 -0.947 -1.722
C -1.646 0.474 -2.158
O -0.875 1.263 -1.310
C -0.046 0.489 -0.594
O 0.746 0.922 0.222
O -0.264 -0.852 -0.852
H -3.308 -1.789 -1.593
H -2.585 -1.423 -0.016
H -2.049 -2.819 -0.917
H -0.896 -1.439 -2.604
H -2.711 0.699 -2.116
H -1.282 0.479 -3.186
C -1.007 -5.347 1.178
C -0.658 -4.242 2.155
C 0.391 -4.628 3.134
O 1.317 -3.561 3.074
C 0.961 -2.678 2.178
O 1.432 -1.545 2.043
O -0.025 -3.216 1.466
H -1.689 -5.078 0.371
H -1.564 -6.166 1.633
H -0.085 -5.744 0.751
H -1.579 -3.919 2.641
H 0.797 -5.610 2.891
H -0.109 -4.622 4.103